75
Properties=species:S:1:pos:R:3:lowdin_charge:R:1 method="wB97M-V/def2-TZVPD" orbital_gap_ev="4.3 / 6.6" max_force_ev_per_a=0.549 e_above_lowest_kcal_mol=0.0 s2=3.80 spin_multiplicity=4 e_lumo_ev="2.221 / 2.220" charge=-1
Re -2.11692 -0.42185 -0.43269 1.206
C -4.41791 -0.30013 0.88207 -0.216
C -4.90835 0.59533 -0.09619 -0.213
C -4.79139 -0.00085 -1.35030 -0.187
C -4.16957 -1.27129 -1.18926 -0.286
C -3.99048 -1.48496 0.21680 -0.324
H -4.38536 -0.12867 1.94840 0.072
H -5.25368 1.60167 0.09262 0.068
H -5.01297 0.47099 -2.29640 0.086
H -4.05148 -2.02594 -1.95039 0.085
H -3.70366 -2.42445 0.66447 0.089
C -1.08333 -1.79408 -1.00470 -0.453
Ge 0.81412 -2.01080 -1.23399 0.845
C 1.21466 -3.90327 -1.62222 -0.275
C 2.47864 -4.46114 -1.43016 -0.122
C 2.73217 -5.79273 -1.73984 -0.109
C 1.71749 -6.59225 -2.24524 -0.119
C 0.45116 -6.05530 -2.43667 -0.105
C 0.20580 -4.72428 -2.12749 -0.114
C 1.40547 -0.98121 -2.81604 -0.267
C 0.60952 0.00813 -3.38587 -0.113
C 1.07172 0.78535 -4.44256 -0.105
C 2.34294 0.57468 -4.95702 -0.117
C 3.14644 -0.42049 -4.41250 -0.107
C 2.67788 -1.18648 -3.35427 -0.119
C 2.17626 -1.54848 0.13204 -0.280
C 3.02745 -0.45347 -0.01047 -0.122
C 3.93861 -0.11327 0.97928 -0.104
C 4.01515 -0.86323 2.14303 -0.105
C 3.18024 -1.95953 2.30407 -0.095
C 2.27515 -2.29562 1.30658 -0.130
H 3.27732 -3.85098 -1.02009 0.092
H 3.72141 -6.20743 -1.58152 0.092
H 1.91134 -7.63138 -2.48513 0.090
H -0.34744 -6.67724 -2.82505 0.093
H -0.78550 -4.30341 -2.26263 0.078
H -0.39038 0.16542 -2.99646 0.064
H 0.43574 1.55807 -4.85892 0.094
H 2.70519 1.17604 -5.78325 0.089
H 4.13754 -0.59890 -4.81437 0.092
H 3.31838 -1.95729 -2.93562 0.096
H 2.97606 0.14425 -0.91504 0.085
H 4.59105 0.74381 0.84714 0.093
H 4.71486 -0.59060 2.92391 0.093
H 3.23010 -2.54989 3.21183 0.096
H 1.62988 -3.15792 1.44741 0.105
Br -2.86868 1.52162 4.99892 0.730
C -2.70377 3.39671 4.84521 -0.736
C -2.64682 4.12718 6.02602 -0.147
C -2.52904 5.50607 5.98466 -0.097
C -2.46833 6.15402 4.75963 -0.098
C -2.52432 5.42170 3.58565 -0.166
C -2.64213 4.03345 3.61167 -0.744
I -2.70482 3.01166 1.80226 1.062
H -2.69416 3.60531 6.97168 0.093
H -2.48393 6.06832 6.90826 0.100
H -2.37474 7.23145 4.71398 0.100
H -2.47288 5.92377 2.62914 0.086
C -0.54705 -0.84371 2.56725 -0.021
C 0.00578 0.32445 1.78523 -0.703
O 0.90493 1.03157 2.21727 0.018
O -0.57353 0.57049 0.63880 -0.348
H 0.06932 -1.04029 3.44089 0.079
H -0.60520 -1.72315 1.92449 0.056
H -1.56679 -0.59656 2.87772 0.052
N 1.82592 3.94467 -2.07495 0.153
C 0.82722 3.16933 -1.56336 -0.500
N 1.04632 2.48565 -0.45531 0.228
N -0.33021 3.20658 -2.22080 0.113
C -1.27059 2.42500 -1.76371 -0.357
N -2.12182 1.72711 -1.38481 0.069
H 2.77102 3.68742 -1.84902 0.097
H 1.66777 4.23401 -3.02532 0.097
H 1.93655 2.48601 0.01427 0.112
H 0.35269 1.82526 -0.05304 0.058

***

11
Properties=species:S:1:pos:R:3:lowdin_charge:R:1 method="wB97M-V/def2-TZVPD" orbital_gap_ev=8.1 max_force_ev_per_a=6.031 e_above_lowest_kcal_mol=25.3 e_lumo_ev=-0.380
C -1.11997 -0.21632 0.94476 -0.217
C -0.79974 -1.15006 -0.14225 -0.139
C -0.13163 0.73368 1.04751 -0.263
C 0.45468 -0.81630 -0.96628 -0.248
O 1.79858 1.38597 -0.98627 -0.351
P 1.39640 0.29282 0.04734 0.777
H -2.14744 -0.05349 1.36280 0.108
H -1.35357 -2.08842 -0.23216 0.075
H -0.09853 1.48546 1.94863 0.089
H 0.97350 -1.50866 -1.66496 0.050
H 1.02772 1.93532 -1.35913 0.120

***

82
Properties=species:S:1:pos:R:3:lowdin_charge:R:1 method="wB97M-V/def2-TZVPD" orbital_gap_ev=4.8 max_force_ev_per_a=3.832 e_above_lowest_kcal_mol=110.6 e_lumo_ev=-7.010 charge=+2
C -2.08635 -3.08921 2.23903 -0.101
C -1.31234 -1.95885 2.52270 -0.062
C -1.75353 -0.88812 1.67904 -0.208
H -0.54453 -1.87161 3.32298 0.145
C -2.99028 -1.30190 1.04810 -0.244
C -3.11674 -2.71228 1.31113 -0.182
H -4.00848 -3.29319 1.08646 0.126
H -2.02945 -4.06342 2.73550 0.131
H -1.48350 0.17795 1.75849 0.092
H -3.75719 -0.62760 0.62803 0.144
Hf -1.41943 -2.13360 -0.34389 1.380
Si 1.44908 1.80047 1.73322 0.791
C 3.14226 1.20596 1.11884 -0.293
C 3.73096 0.46535 0.07139 -0.097
H 3.37297 0.54797 -0.94625 0.089
C 4.76070 -0.46333 0.33847 -0.111
H 5.20297 -1.02593 -0.49110 0.112
C 5.25254 -0.67417 1.61220 -0.097
H 6.08981 -1.36103 1.80397 0.119
C 4.66401 0.01576 2.66450 -0.070
H 4.93759 -0.21764 3.68857 0.111
C 3.73915 1.03219 2.41723 -0.179
H 3.37087 1.67386 3.22379 0.085
C -0.20051 2.82215 1.35019 -0.275
C -0.34033 3.69811 2.45895 -0.139
H 0.50333 3.84664 3.14836 0.091
C -1.59021 4.17773 2.86230 -0.061
H -1.66699 4.89183 3.69059 0.118
C -2.75013 3.73743 2.21183 -0.061
H -3.72465 4.16783 2.47971 0.119
C -2.65163 2.75099 1.23216 -0.095
H -3.58230 2.31512 0.84144 0.111
C -1.39786 2.38820 0.74164 -0.178
H -1.37715 1.66187 -0.05890 0.024
H 1.32759 0.41089 2.48282 0.013
Si -0.06970 1.51173 -2.46180 0.881
C -1.09456 3.16158 -2.61841 -0.347
C -0.57610 4.47157 -2.75353 -0.087
H 0.48289 4.63416 -2.91028 0.083
C -1.35583 5.63533 -2.60651 -0.062
H -0.87649 6.61417 -2.68886 0.113
C -2.70635 5.53051 -2.30092 -0.068
H -3.31787 6.43538 -2.16272 0.119
C -3.23602 4.25661 -2.08314 -0.089
H -4.24673 4.17834 -1.67690 0.105
C -2.47409 3.09918 -2.30745 -0.161
H -2.93146 2.13103 -2.14962 0.073
C 1.64015 2.39702 -2.74522 -0.401
C 2.25266 3.35455 -1.88768 -0.148
H 1.71925 3.71640 -0.99731 0.093
C 3.53642 3.85286 -2.14795 -0.077
H 3.95137 4.63361 -1.50807 0.110
C 4.29783 3.31760 -3.19496 -0.076
H 5.33380 3.62587 -3.33850 0.109
C 3.72776 2.34909 -4.02731 -0.085
H 4.31102 1.88566 -4.83688 0.110
C 2.40479 1.91382 -3.83293 -0.137
H 1.98085 1.15309 -4.49210 0.087
H 1.06117 1.34691 2.97965 -0.046
Cl -1.45672 -1.06377 -2.42230 0.058
N -0.98904 -5.46122 0.76589 0.141
C -2.09724 -5.22815 -0.04439 -0.283
C -3.18710 -6.08039 0.00143 0.039
C -4.32684 -5.72226 -0.70290 0.016
C -4.35450 -4.54828 -1.46431 -0.013
C -3.19366 -3.81135 -1.60773 -0.136
N -2.10244 -4.12250 -0.81732 -0.062
C 0.18345 -4.69337 0.84567 -0.257
C 1.28252 -5.30655 1.43093 0.028
C 2.52028 -4.69689 1.31579 0.021
C 2.57919 -3.42267 0.73991 -0.008
C 1.41955 -2.75364 0.41881 -0.078
N 0.22817 -3.42175 0.35791 -0.043
H -0.96429 -6.39192 1.18820 0.169
H -3.07948 -6.96221 0.61590 0.136
H -5.23046 -6.30047 -0.56549 0.136
H -5.26252 -4.17134 -1.91493 0.132
H -3.01442 -3.09197 -2.40253 0.068
H 1.10908 -6.23548 1.96136 0.134
H 3.41364 -5.18815 1.68170 0.137
H 3.53447 -2.94331 0.54639 0.109
H 1.41336 -1.69483 0.15793 0.110

***

20
Properties=species:S:1:pos:R:3:lowdin_charge:R:1 method="wB97M-V/def2-TZVPD" orbital_gap_ev=8.7 max_force_ev_per_a=3.218 e_above_lowest_kcal_mol=63.8 e_lumo_ev=-4.053 charge=+1
C -0.02731 0.18395 1.37592 -0.029
C -1.22769 -0.31899 0.82552 -0.040
C 1.16088 0.36531 0.65218 -0.273
C 2.50325 0.08201 1.23603 0.016
C -2.32299 -1.71747 -0.76734 -0.080
N 1.16050 0.68089 -0.66248 -0.008
N 0.18847 1.49567 -1.30878 0.068
N -1.31501 -0.75433 -0.43242 -0.044
H 0.07988 0.30540 2.37736 0.080
H -2.00752 -0.91037 1.46735 0.180
H 2.65208 0.85152 1.95211 0.096
H 3.30926 -0.00588 0.46709 0.116
H 2.39453 -0.79857 1.80909 0.085
H -1.87674 -2.59941 -1.42081 0.144
H -2.82630 -2.20669 0.05415 0.078
H -3.14346 -1.25073 -1.31355 0.091
H 2.05362 0.60969 -1.16166 0.165
H 0.76851 2.08790 -1.90544 0.111
H -0.24821 2.19225 -0.72206 0.106
H -0.64110 -0.63391 -1.20317 0.135

***

53
Properties=species:S:1:pos:R:3:lowdin_charge:R:1 method="wB97M-V/def2-TZVPD" orbital_gap_ev=8.3 max_force_ev_per_a=3.187 e_above_lowest_kcal_mol=44.5 e_lumo_ev=2.204 charge=-1
C 0.84309 -0.44340 1.33130 -0.049
C -0.23890 -0.47824 0.28562 -0.414
O 0.28491 -0.27165 -0.99178 -0.374
H 1.24238 0.56734 1.44260 0.060
H 1.68876 -1.09806 1.15199 0.050
H 0.43119 -0.78982 2.31125 0.096
H -1.13594 0.14314 0.35698 0.079
H -0.69000 -1.48467 0.37393 0.087
O -0.37786 2.50223 2.06014 -0.035
H -0.70836 3.32365 2.43878 0.088
H -1.03170 1.84889 2.20639 0.000
O 1.53891 -2.71858 -0.78451 -0.034
H 1.13440 -1.86751 -0.91259 -0.001
H 1.12380 -3.19668 -1.50143 0.081
O -2.57897 -0.95729 -1.55651 -0.043
H -1.62861 -1.00644 -1.29449 0.035
H -2.77902 -1.79214 -1.94868 0.042
O -2.85566 2.38937 -0.24619 -0.038
H -3.32878 2.71574 -0.97769 0.039
H -1.90631 2.54547 -0.40681 0.005
O 3.93605 -1.95748 0.60502 -0.033
H 3.12138 -2.15207 0.15841 -0.024
H 3.77634 -1.27061 1.19944 -0.036
O -2.86665 1.27627 2.10392 -0.056
H -2.76270 1.43656 1.14918 -0.019
H -2.83907 0.34725 2.24829 0.027
O -0.24209 2.38082 -0.61587 -0.067
H -0.16358 2.63542 0.34149 0.036
H -0.16192 1.44538 -0.64044 -0.014
O 0.49241 2.04499 -3.13694 -0.047
H 0.58784 2.32674 -2.24741 -0.030
H -0.34816 1.57540 -3.13067 0.026
O -4.78232 -0.27544 -0.26659 -0.081
H -5.24433 -1.09284 -0.48274 0.024
H -3.84629 -0.37838 -0.46088 -0.034
O 2.73769 0.44070 -1.50148 -0.047
H 1.84058 0.29097 -1.30758 -0.069
H 3.17826 0.62963 -0.66360 -0.022
O 4.08541 0.99046 0.84227 -0.013
H 4.64555 1.47406 0.27927 0.039
H 3.76832 1.68779 1.37581 0.001
O 0.74148 -0.90376 -3.39193 -0.058
H 0.57013 -0.57141 -2.48827 -0.045
H 0.20520 -0.44660 -3.97996 -0.025
O -2.27744 -3.92889 1.34869 -0.017
H -2.69002 -3.12440 1.62452 0.027
H -2.32827 -3.77047 0.42571 0.019
O 2.33614 3.23003 1.24699 -0.033
H 1.50561 3.08051 1.68497 -0.009
H 2.56763 4.16961 1.24630 0.057
O 0.57902 -4.19648 1.18137 -0.093
H -0.18228 -3.69989 1.41244 -0.048
H 1.03274 -3.62525 0.50196 -0.010

***

94
Properties=species:S:1:pos:R:3:lowdin_charge:R:1 method="wB97M-V/def2-TZVPD" orbital_gap_ev="7.3 / 7.3" max_force_ev_per_a=1.474 e_lumo_ev="-2.087 / -2.087" charge=+1
Ni 0.19205 0.25373 0.11335 0.085
C -4.57579 2.12907 1.11251 -0.072
C -3.26806 1.39798 1.40802 -0.670
C -2.80159 1.72825 2.83216 -0.091
C -3.49980 -0.11770 1.30307 -0.086
P -1.83672 1.71502 0.22345 1.175
C -2.67302 1.42712 -1.42751 -0.253
N -2.01580 0.29200 -2.00950 -0.016
B -0.82955 -0.29912 -1.47863 -0.521
N -0.54210 -1.40949 -2.33161 -0.029
C 0.55998 -2.30435 -2.11749 -0.246
P 1.74714 -1.33558 -1.04699 1.178
C 2.94119 -0.63116 -2.33195 -0.666
C 3.59242 -1.62599 -3.29193 -0.076
C 2.09769 0.36403 -3.14489 -0.087
C 4.03488 0.14334 -1.58677 -0.090
C 2.58094 -2.65292 0.02350 -0.663
C 3.55492 -3.59272 -0.68033 -0.078
C 3.31246 -1.88594 1.13652 -0.094
C 1.44629 -3.47561 0.65965 -0.100
C -1.51751 -1.49477 -3.31587 -0.162
C -1.68806 -2.38903 -4.36023 -0.016
C -2.77813 -2.21422 -5.20509 -0.097
C -3.67572 -1.16955 -5.01176 -0.097
C -3.51198 -0.26468 -3.96941 -0.015
C -2.43133 -0.43293 -3.11902 -0.159
C -1.37618 3.54021 0.13283 -0.676
C -2.53596 4.51273 -0.06821 -0.080
C -0.39522 3.63561 -1.04834 -0.096
C -0.62027 3.89355 1.42184 -0.093
H -5.28438 1.89727 1.91172 0.095
H -5.03147 1.80526 0.17708 0.078
H -4.45205 3.20902 1.08225 0.059
H -3.45420 1.23750 3.55865 0.090
H -2.84120 2.80065 3.02699 0.071
H -1.77895 1.37876 3.00231 0.063
H -4.35839 -0.40632 1.91387 0.096
H -2.62452 -0.66044 1.66208 0.049
H -3.69317 -0.43573 0.27610 0.082
H -2.58459 2.31419 -2.05997 0.093
H -3.73635 1.22588 -1.28721 0.085
H 1.01165 -2.61748 -3.05953 0.087
H 0.23486 -3.20206 -1.58621 0.092
H 2.86558 -2.25243 -3.80760 0.074
H 4.31397 -2.26920 -2.79640 0.060
H 4.12898 -1.06041 -4.05775 0.095
H 1.36619 -0.14550 -3.77357 0.088
H 2.75160 0.94783 -3.79708 0.093
H 1.55842 1.05308 -2.48982 0.059
H 4.74442 -0.52880 -1.10118 0.069
H 3.60195 0.79859 -0.82608 0.057
H 4.59469 0.76299 -2.29083 0.092
H 4.47654 -3.08025 -0.95419 0.070
H 3.11748 -4.03874 -1.57448 0.087
H 3.82115 -4.40108 0.00582 0.094
H 4.14990 -1.30911 0.74179 0.067
H 3.70615 -2.58639 1.87825 0.090
H 2.62642 -1.19914 1.63278 0.040
H 1.15444 -4.30954 0.02159 0.082
H 0.56779 -2.85580 0.85187 0.051
H 1.78355 -3.89226 1.61230 0.087
H -0.99262 -3.20515 -4.51485 0.107
H -2.93182 -2.90106 -6.02672 0.101
H -4.51454 -1.05940 -5.68624 0.102
H -4.20875 0.55300 -3.83013 0.108
H -3.22384 4.18758 -0.85050 0.081
H -2.13816 5.48854 -0.35816 0.094
H -3.09843 4.65101 0.85538 0.071
H -0.90932 3.66820 -2.00910 0.083
H 0.28700 2.77945 -1.05868 0.043
H 0.19817 4.54884 -0.96249 0.091
H -1.28424 3.91270 2.28584 0.062
H -0.16597 4.88296 1.32669 0.091
H 0.17030 3.16587 1.61037 0.046
C -0.66776 -2.23172 4.14326 -0.041
N 0.39002 -1.23419 4.18791 -0.146
C 1.50404 -1.55345 5.07734 -0.034
C 0.58627 -0.48123 3.05600 -0.424
N -0.05218 -0.61676 1.95535 0.118
N 1.52961 0.52830 3.20908 0.159
C 2.05971 1.37046 2.24718 -0.492
N 3.02741 2.19665 2.73943 0.172
N 1.68957 1.35071 1.02070 0.094
H -0.83695 -2.60462 5.14950 0.094
H -0.41691 -3.08225 3.49846 0.097
H -1.59545 -1.77606 3.79756 0.088
H 1.11209 -2.06701 5.95036 0.093
H 2.01985 -0.66640 5.44203 0.078
H 2.23935 -2.20659 4.59542 0.097
H -0.68541 -1.40211 1.95480 0.046
H 1.83834 0.69666 4.14861 0.124
H 3.24610 2.25155 3.71766 0.105
H 3.38900 2.93192 2.15947 0.112
H 2.21191 2.00638 0.45353 0.077